(1)
Computed, not measured: a structure of composition C19H12I2MnN4OS in a non-equilibrium geometry, with ωB97M-V with the def2-TZVPD basis set.

Structure (XYZ):
```
40
Properties=species:S:1:pos:R:3:forces:R:3:mulliken_spin:R:1
I 6.229 3.445 -0.043 -0.48 -0.42 0.00 -0.004
I 0.489 4.843 -0.043 0.49 -1.07 0.00 -0.004
Mn 0.271 -0.392 -0.043 -0.33 1.74 1.70 3.544
S 0.157 -4.971 -0.043 0.07 1.32 0.01 0.006
O 0.280 1.516 -0.043 -2.08 -3.23 -0.20 -0.007
N -1.732 -0.433 -0.043 0.96 -0.66 -0.15 -0.077
N 0.230 -2.391 -0.043 -0.73 -0.75 -0.18 -0.028
N -3.459 -1.825 -0.043 1.48 -0.86 0.00 0.007
N 2.233 -0.383 -0.043 -0.51 -0.38 -0.15 0.011
C -2.098 -1.693 -0.043 -1.07 -1.74 0.00 0.033
C 1.511 1.880 -0.043 3.71 2.69 0.03 -0.129
C 3.186 -1.329 -0.043 -0.79 -0.25 0.07 0.026
C -3.109 1.669 -0.043 -0.37 0.30 0.00 0.005
C -5.510 1.276 -0.043 -0.15 -0.89 0.00 0.001
C -1.339 -4.123 -0.043 0.84 0.73 0.00 0.002
C 1.914 3.242 -0.043 -1.46 -0.06 0.08 -0.013
C -5.327 -0.112 -0.043 0.04 0.66 0.00 0.001
C -4.006 -0.567 -0.043 -0.20 0.38 0.01 0.011
C -2.904 0.282 -0.043 -0.86 2.64 0.02 -0.009
C 4.905 0.283 -0.043 -0.23 0.09 0.01 0.007
C -1.091 -2.768 -0.043 -1.98 -0.90 0.01 -0.010
C 3.936 1.318 -0.043 0.54 -0.54 0.01 0.007
C -4.423 2.154 -0.043 1.09 -0.27 0.00 0.000
C 0.984 -3.466 -0.043 0.11 -0.98 -0.01 0.017
C 2.566 0.928 -0.043 0.65 1.44 -0.07 0.029
C 3.249 3.651 -0.043 0.61 -0.99 -0.02 0.003
C 4.253 2.694 -0.043 0.35 1.27 0.00 -0.009
C 4.530 -1.052 -0.043 0.04 0.58 -0.01 0.001
H -6.172 -0.791 -0.043 0.12 0.05 0.00 0.000
H -4.595 3.228 -0.043 0.05 -0.24 0.00 0.000
H 2.813 -2.347 -0.043 0.97 1.21 0.01 -0.023
H 2.065 -3.412 -0.043 -0.87 -0.95 0.00 0.002
H -2.278 -4.654 -0.043 0.01 0.09 0.00 0.000
H -3.970 -2.693 -0.043 0.03 -0.04 0.00 -0.001
H -2.259 2.343 -0.043 -0.09 -0.01 0.00 0.003
H 5.264 -1.847 -0.043 -0.09 0.04 -0.01 0.000
H -6.521 1.680 -0.043 0.22 -0.15 0.00 0.000
H 3.489 4.708 -0.043 -0.02 -0.18 0.00 -0.001
H 0.271 -0.392 1.685 0.03 0.04 -1.17 -0.398
H 5.966 0.504 -0.043 -0.11 0.30 0.01 0.000
```
Forces are in eV/Å.

For the LUMO energy (spin up / spin down), the calculation gives -8.76 / -7.86 eV. The total charge is +2. Its multiplicity is 4. As for the expectation value of S²: 4.135.

***

(2)
Computed, not measured: a structure of composition C19H13AuCl5F5N3Se in a non-equilibrium geometry, with ωB97M-V with the def2-TZVPD basis set.

Structure (XYZ):
```
47
Properties=species:S:1:pos:R:3:forces:R:3:mulliken_charge:R:1
Au -0.431 0.743 0.478 -0.09 -0.32 -0.02 0.000
Se 3.039 -0.949 1.312 0.24 -0.23 1.26 0.411
Cl 1.401 1.065 3.280 -0.13 0.13 0.13 -0.087
Cl 2.511 -1.283 4.988 0.04 0.02 -0.08 -0.092
Cl -0.257 -4.745 1.973 0.00 0.05 0.02 -0.129
Cl -1.138 -2.463 0.093 0.00 -0.01 -0.02 -0.148
Cl 1.550 -4.186 4.423 -0.02 0.05 -0.04 -0.142
F 3.683 -2.350 -1.691 0.05 -0.01 -0.04 -0.215
F 0.658 -0.734 -2.108 -0.01 0.17 -0.28 -0.041
F 2.987 2.327 -2.650 0.06 -0.13 0.07 -0.310
F 3.144 0.018 -4.381 -0.23 0.09 -0.05 -0.221
F 2.816 1.718 -0.090 -0.05 0.11 -0.10 -0.300
N -1.200 2.212 -0.759 0.18 0.13 0.33 -0.537
N -3.299 1.279 -0.764 0.01 0.01 0.00 0.052
N -3.031 3.419 -1.609 0.07 -0.03 -0.01 0.160
C -2.250 4.635 -1.829 -0.01 0.00 -0.01 -0.708
C 1.513 -1.614 3.647 -0.17 -0.15 0.11 0.039
C 1.888 -1.076 -2.573 0.42 -0.24 0.68 -0.373
C -5.022 2.115 -2.225 0.00 0.00 -0.01 -0.691
C -0.117 -2.107 1.443 -0.09 -0.14 -0.10 1.059
C 0.269 -0.776 1.642 0.12 0.15 -0.03 -1.250
C -1.035 4.654 -0.930 0.01 -0.01 0.00 -0.913
C 2.684 -1.524 -1.515 -0.44 0.06 -0.43 0.523
C -4.441 3.493 -1.990 0.01 -0.01 0.00 -0.699
C 1.126 -0.552 2.765 0.33 -0.12 -0.19 0.520
C -2.486 2.324 -1.040 -0.08 -0.09 -0.09 0.660
C -0.314 3.329 -1.093 -0.05 0.02 -0.06 -0.416
C -4.731 1.260 -1.008 0.01 0.01 0.02 -0.629
C 2.590 0.033 -3.199 0.20 0.10 -0.16 0.382
C 1.076 -2.902 3.398 0.22 0.19 0.24 0.375
C 2.714 1.070 -2.308 -0.01 -0.07 -0.42 0.386
C 2.719 -0.602 -0.403 -0.35 0.54 -1.03 -0.171
C 0.254 -3.150 2.286 -0.18 0.01 -0.23 0.044
C 2.709 0.723 -0.926 -0.06 -0.34 0.55 0.496
H -6.095 2.191 -2.396 0.00 0.00 0.01 0.356
H -2.845 0.458 -0.398 0.01 -0.01 0.01 -0.108
H 0.048 3.227 -2.123 0.00 0.00 -0.01 0.142
H -4.502 4.098 -2.895 0.01 -0.01 -0.01 0.433
H 0.555 3.283 -0.439 0.01 0.01 0.01 0.382
H -5.277 1.639 -0.139 0.00 -0.01 0.00 0.273
H -0.387 5.488 -1.195 0.00 0.00 -0.01 0.377
H -1.949 4.685 -2.880 -0.02 0.03 0.00 0.299
H -5.033 0.227 -1.167 0.00 0.00 -0.01 0.392
H -1.339 4.774 0.112 0.01 0.02 0.00 0.354
H -5.001 4.016 -1.207 0.00 0.01 -0.01 0.316
H -2.902 5.487 -1.632 0.00 0.00 0.03 0.445
H -4.566 1.663 -3.108 -0.01 0.00 -0.01 0.302
```
Forces are in eV/Å.

For the LUMO energy, the calculation gives -5.78 eV. The total charge is +1.

***

(3)
Computed, not measured: a structure of composition C19H13Br2Cl2NO6STi, with ωB97M-V with the def2-TZVPD basis set.

Structure (XYZ):
```
45
Properties=species:S:1:pos:R:3:forces:R:3:nbo_charge:R:1
Br -3.028 -2.564 -1.244 0.04 0.00 0.00 0.056
Br 1.657 -5.102 -3.126 0.01 -0.03 -0.02 -0.006
Ti 0.203 0.801 0.628 0.08 0.53 0.13 1.542
Cl 2.551 2.056 -0.076 -0.03 0.01 -0.03 0.029
Cl -0.033 4.071 0.303 -0.01 0.00 0.01 -0.846
S -1.806 1.541 1.518 -0.21 0.13 0.12 -0.072
O 1.107 1.162 2.127 -0.04 0.00 0.10 -0.786
O -0.923 -0.870 0.296 -0.04 0.01 0.09 -0.739
O -0.182 1.255 -1.138 -0.14 -0.08 -0.09 -0.739
O -0.227 -1.347 3.333 -0.03 0.00 0.03 -0.962
O -1.386 0.443 -2.808 -0.01 0.05 -0.09 -0.632
O 2.119 2.298 3.807 0.06 0.09 0.05 -0.708
N 1.634 -1.056 0.345 0.21 -0.31 -0.14 -0.457
C 0.847 -3.754 -2.050 -0.03 0.04 0.03 -0.126
C -3.481 2.147 -2.175 -0.06 0.01 0.01 -0.148
C 2.084 2.100 2.597 -0.18 -0.26 -0.09 0.665
C -2.549 1.749 -1.217 0.01 -0.08 0.03 -0.221
C -0.513 -3.633 -2.054 0.02 -0.02 -0.02 -0.220
C -1.321 1.084 -1.777 0.16 -0.12 -0.07 0.814
C 2.914 2.534 1.585 0.16 0.03 -0.08 -0.578
C 2.909 -1.266 0.614 -0.01 0.03 0.01 0.303
C 3.579 -0.563 1.744 0.01 -0.04 -0.04 -0.687
C 3.646 -2.229 -0.126 0.04 -0.02 0.01 -0.255
C 1.652 -2.916 -1.243 -0.04 -0.02 -0.01 -0.059
C -2.828 1.939 0.144 0.10 -0.05 -0.01 0.019
C -4.958 2.935 -0.477 -0.01 0.01 0.01 -0.207
C -0.420 -1.777 -0.481 0.04 -0.08 -0.08 0.341
C -4.053 2.531 0.483 -0.03 0.02 0.00 -0.263
C 1.002 -1.918 -0.501 0.03 0.04 0.04 0.117
C -4.674 2.748 -1.825 0.02 -0.01 -0.01 -0.268
C 3.048 -3.015 -1.061 -0.03 0.02 -0.01 -0.145
C -1.142 -2.665 -1.257 -0.09 0.08 0.01 -0.158
H 2.922 -0.554 2.613 0.00 -0.01 0.01 0.257
H 3.790 0.489 1.526 -0.01 -0.02 0.02 0.293
H -5.374 3.067 -2.589 0.00 0.00 0.00 0.191
H -1.121 -4.286 -2.664 0.01 0.00 0.00 0.227
H -3.236 1.964 -3.213 0.01 0.00 0.01 0.221
H -0.820 -1.264 2.573 0.01 0.00 0.00 0.485
H 3.615 -3.741 -1.629 0.01 0.00 0.01 0.215
H -5.885 3.408 -0.171 0.00 0.00 0.00 0.190
H 4.508 -1.079 1.990 0.01 0.02 0.01 0.193
H 0.171 -0.467 3.406 0.04 0.00 -0.02 0.493
H -4.267 2.689 1.532 0.00 -0.01 0.00 0.209
H 4.703 -2.328 0.081 0.00 0.00 0.00 0.208
H 3.566 3.384 1.654 -0.05 0.05 0.06 0.212
```
Forces are in eV/Å.

For the LUMO energy, the calculation gives 3.65 eV. The total charge is -2.

***

(4)
Computed, not measured: the molecule C19H13Cl2NO4S2 in a non-equilibrium geometry, with ωB97M-V with the def2-TZVPD basis set.

Structure (XYZ):
```
41
Properties=species:S:1:pos:R:3:forces:R:3:nbo_charge:R:1
Cl 6.315 0.982 0.312 0.14 0.21 0.02 0.013
Cl 6.252 -4.369 0.028 0.12 -0.22 0.00 0.023
S -4.442 -3.780 -0.147 0.13 -0.10 0.09 -0.067
S -1.876 -2.276 0.264 -0.30 -0.07 -0.02 0.398
O 1.936 0.689 0.032 -0.08 -0.20 -0.01 -0.520
O -5.768 -0.980 1.656 0.06 0.06 0.09 -0.580
O -7.556 -1.072 0.317 -0.63 -0.03 -0.37 -0.678
O -3.574 1.032 -0.676 0.04 -0.01 0.07 -0.575
N -4.054 -1.173 -0.465 -0.34 0.07 -0.04 -0.452
C -0.283 1.499 0.060 0.40 0.58 -0.05 -0.180
C 1.114 1.769 0.037 -0.49 0.23 -0.05 0.427
C 5.401 -2.871 0.028 -0.17 0.34 0.00 -0.031
C -0.678 0.122 0.157 -0.71 -0.67 -0.09 -0.094
C 3.353 -1.645 -0.102 0.08 0.09 0.02 -0.172
C 4.036 -0.444 0.033 -0.06 0.13 0.02 -0.073
C -5.452 -0.974 -0.737 -0.27 0.16 -0.06 -0.348
C 3.330 0.886 0.037 0.34 0.24 0.02 -0.087
C -1.168 2.581 0.041 0.12 -0.12 0.05 -0.135
C -3.195 -0.084 -0.396 -0.22 0.52 -0.21 0.664
C 1.560 3.083 0.004 0.30 -0.18 0.02 -0.326
C 5.423 -0.489 0.158 -0.27 -0.30 -0.05 -0.012
C -3.571 -2.402 -0.133 0.27 -0.37 -0.02 -0.092
C 0.654 4.131 -0.007 -0.20 -0.09 -0.01 -0.158
C -1.859 -0.525 0.003 0.99 -0.17 0.26 -0.296
C 6.113 -1.688 0.157 -0.06 -0.07 -0.01 -0.247
C 4.022 -2.856 -0.104 0.13 -0.05 0.01 -0.226
C -6.250 -1.013 0.560 0.38 -0.04 0.16 0.794
C -0.708 3.881 0.010 0.13 0.19 -0.01 -0.245
H 1.022 5.146 -0.032 0.04 0.08 0.00 0.217
H 7.187 -1.700 0.256 0.08 0.00 0.01 0.242
H 3.642 1.456 -0.852 -0.08 0.00 0.17 0.199
H -8.061 -1.100 1.147 0.33 0.03 0.00 0.504
H -2.227 2.388 0.054 -0.03 -0.03 0.01 0.254
H 2.614 3.307 -0.012 0.10 -0.03 -0.01 0.221
H 3.477 -3.780 -0.207 -0.02 -0.11 -0.01 0.233
H -1.410 4.699 0.000 -0.07 0.07 0.00 0.219
H 3.635 1.452 0.930 -0.08 -0.02 -0.17 0.200
H 2.281 -1.626 -0.209 -0.10 -0.01 -0.01 0.229
H -5.562 0.018 -1.189 -0.02 -0.19 0.06 0.272
H -5.827 -1.741 -1.418 0.09 0.13 0.09 0.259
H 0.152 -0.531 0.405 -0.03 -0.05 0.02 0.224
```
Forces are in eV/Å.

The structure (SMILES) is O=C(O)CN1C(=O)/C(=C\c2ccccc2OCc2ccc(Cl)cc2Cl)SC1=S. For the LUMO energy, the calculation gives -0.96 eV.

***

(5)
Computed, not measured: a structure of composition C19H13Cl3F6N2O10S2V in a non-equilibrium geometry, with ωB97M-V with the def2-TZVPD basis set.

Structure (XYZ):
```
56
Properties=species:S:1:pos:R:3:forces:R:3:mulliken_spin:R:1
V -0.323 0.019 0.550 -1.01 -0.31 2.07 0.997
Cl -3.206 1.941 3.940 0.13 0.09 -0.02 0.000
Cl 0.226 6.054 4.677 -0.02 -0.08 -0.06 -0.001
Cl 5.110 -4.730 1.547 0.02 0.03 0.02 0.001
S 0.449 1.430 -3.291 0.34 0.22 -0.22 0.002
S -0.507 -1.251 -3.543 0.10 -0.15 -0.16 -0.001
F 2.749 2.045 -4.300 0.09 0.03 -0.06 0.000
F -2.628 -1.270 -5.133 -0.13 0.07 0.00 0.000
F -0.760 -0.926 -6.161 0.05 0.05 -0.12 0.000
F 2.790 0.081 -3.433 -0.06 -0.07 0.01 -0.001
F -1.247 -2.900 -5.436 0.00 -0.12 -0.02 0.000
F 1.844 0.399 -5.362 -0.07 -0.08 -0.05 0.000
O 0.920 1.651 -1.955 -0.37 -0.33 -0.48 0.000
O -1.578 0.935 -0.555 -0.09 0.58 -0.95 0.002
O 0.817 -1.791 -3.738 -0.10 0.05 0.10 0.000
O 0.058 2.573 -4.067 -0.15 -0.02 0.00 0.000
O 0.520 -1.119 1.998 0.03 0.30 -0.55 -0.008
O 1.158 1.124 0.719 0.92 2.50 0.93 -0.007
O 0.632 -0.975 -0.833 -1.18 0.73 0.02 -0.063
O -1.190 0.959 2.081 -0.08 0.33 0.12 0.003
O -3.445 1.956 -1.225 0.03 0.10 -0.03 -0.001
O -1.376 -1.939 -2.626 -0.10 0.14 0.04 0.000
N -1.878 -1.518 0.755 -0.26 -0.06 -0.48 -0.005
N -0.623 0.298 -3.556 0.29 -0.02 0.41 0.000
C 2.085 -2.248 0.575 -0.10 0.35 -0.20 0.012
C -2.865 1.098 -0.584 0.10 -0.15 0.17 0.000
C 1.558 -1.765 -0.677 1.44 -1.02 0.12 -0.081
C 1.563 -1.845 1.846 0.45 -0.56 0.26 -0.052
C -0.851 2.088 2.618 0.64 -0.42 -0.34 0.039
C 3.773 -3.593 1.645 0.00 0.00 0.14 0.027
C 0.705 3.979 2.986 -0.07 -0.26 -0.17 0.047
C -1.386 3.925 4.184 -0.15 -0.58 -0.29 0.060
C -1.333 -1.588 -5.155 0.03 -0.01 0.02 0.000
C -1.684 2.721 3.551 -0.37 0.57 0.55 -0.019
C 2.031 0.913 -4.144 0.07 0.24 0.07 -0.001
C 3.331 -3.160 2.906 0.24 -0.22 -0.02 -0.057
C -3.674 0.122 0.266 0.09 -0.11 -0.02 0.004
C -3.199 -1.319 0.119 0.15 0.15 0.15 -0.001
C -0.176 4.533 3.880 0.21 0.10 -0.03 -0.031
C 3.172 -3.141 0.508 0.02 -0.02 -0.03 -0.023
C 2.258 -2.319 2.999 -0.28 0.10 -0.21 0.017
C 0.405 2.757 2.334 -0.95 0.22 0.47 -0.010
C 1.333 2.202 1.435 0.16 -1.85 -1.44 0.154
H 1.637 4.481 2.755 0.00 -0.03 0.04 0.003
H -1.432 -2.334 0.348 -0.03 -0.12 0.18 0.002
H 2.290 2.711 1.323 0.09 -0.12 -0.02 0.005
H 3.524 -3.461 -0.466 0.01 0.02 0.01 -0.003
H 1.898 -1.981 3.963 -0.01 0.01 0.01 0.002
H -3.583 0.437 1.309 -0.04 0.01 0.00 0.000
H -3.932 -1.999 0.562 -0.08 -0.05 -0.04 0.000
H -1.963 -1.638 1.758 0.10 -0.02 -0.01 0.005
H -4.713 0.211 -0.049 -0.05 -0.03 0.07 0.000
H -3.093 -1.562 -0.936 0.04 -0.05 -0.04 0.000
H 3.846 -3.499 3.796 0.00 -0.02 0.00 -0.009
H 2.041 -2.142 -1.589 -0.09 -0.08 0.04 -0.014
H -2.077 4.371 4.883 -0.01 -0.05 0.00 0.006
```
Forces are in eV/Å.

For the LUMO energy (spin up / spin down), the calculation gives 4.06 / 4.06 eV. The total charge is -2. Its multiplicity is 2. As for the expectation value of S²: 0.973.